This record from the OMol25 dataset describes a structure of composition C23H23NSV. The level of theory is the ωB97M-V functional and the def2-TZVPD basis.

Properties
Gap between HOMO and LUMO (spin up / spin down) in eV: 6.12 / 6.12
Total charge: +3
Multiplicity: 1

Geometry as XYZ:
```
49
Properties=species:S:1:pos:R:3:forces:R:3
V 0.43750 -0.10641 -0.54023 0.4 -0.7 0.3
C 0.71352 1.65360 0.87667 0.2 0.0 0.0
C 1.60847 1.72136 -0.21003 0.0 0.1 0.0
C 2.54049 0.60123 -0.12566 0.0 -0.1 0.0
C 2.20300 -0.16767 1.00481 -0.2 0.1 -0.3
C 0.99292 0.41927 1.55911 0.0 0.0 0.1
C 0.28162 -0.08293 2.76159 0.0 0.0 0.0
C 2.98444 -1.25132 1.65228 0.0 0.0 0.0
C 3.68488 0.39885 -1.05734 0.0 0.0 0.0
C 1.62194 2.71885 -1.31635 0.0 0.0 0.0
C -0.25567 2.68050 1.35035 -0.1 0.0 0.0
H 0.78048 0.33801 3.64352 0.0 0.0 0.0
H 0.33628 -1.16691 2.85419 0.0 0.0 0.0
H -0.75764 0.23969 2.79779 0.0 0.0 0.0
H 3.43442 -0.83537 2.55975 0.0 0.0 0.0
H 3.79885 -1.60997 1.02866 0.0 0.0 0.0
H 2.36513 -2.09123 1.96596 0.0 0.0 0.0
H 4.49260 1.07932 -0.76585 0.0 0.0 0.0
H 3.43381 0.64576 -2.09001 0.0 0.0 0.0
H 4.08255 -0.61227 -1.01941 0.0 0.0 0.0
H 2.60383 3.19776 -1.37028 0.0 0.0 0.0
H 0.86673 3.48926 -1.18757 0.0 0.0 0.0
H 1.47737 2.24884 -2.29914 0.0 0.0 0.0
H -1.21755 2.25830 1.63810 0.0 0.0 0.0
H -0.41626 3.47273 0.62489 0.0 0.0 0.0
H 0.17518 3.13932 2.24558 0.0 0.0 0.0
S -3.30746 -1.65555 -0.32894 0.0 0.1 0.0
C -3.74750 0.02674 -0.44677 0.0 0.0 0.0
C -5.02473 0.57018 -0.42719 0.0 0.0 0.0
C -5.12629 1.93855 -0.60972 0.0 0.0 0.0
C -3.99472 2.73721 -0.82534 0.0 0.0 0.0
C -2.72564 2.19421 -0.84050 0.0 -0.1 0.0
C -2.60814 0.82317 -0.62653 -0.1 -0.1 0.0
N -1.44014 0.06543 -0.63490 -0.2 0.2 0.0
C -1.68376 -1.27188 -0.52248 0.0 0.1 -0.1
C -0.58640 -2.26738 -0.63363 0.0 -0.1 0.0
C -0.92541 -3.61293 -0.79336 -0.1 0.1 0.0
C 0.05635 -4.57540 -0.95157 0.0 0.0 0.0
C 1.41464 -4.23896 -0.94194 0.1 0.0 0.0
C 1.79701 -2.93047 -0.73128 0.0 -0.1 0.0
C 0.81869 -1.94533 -0.59989 0.0 0.6 0.1
H -5.90470 -0.04374 -0.28993 0.0 0.0 0.0
H -6.10661 2.39617 -0.60583 0.0 0.0 0.0
H -4.12300 3.79716 -0.99834 0.0 0.0 0.0
H -1.85370 2.79982 -1.04496 0.0 0.0 0.0
H -1.96872 -3.90295 -0.82574 0.0 0.0 0.0
H -0.23643 -5.60801 -1.09611 0.0 0.0 0.0
H 2.16272 -5.00627 -1.09423 0.0 0.0 0.0
H 2.84505 -2.66832 -0.71217 0.0 0.0 0.0
```
Positions in Å, forces in eV/Å.